This record from the OMol25 dataset describes C6H13NO2 as an isolated structure. The level of theory is the ωB97M-V functional and the def2-TZVPD basis.

Positions of all 22 atoms, in Å:
C1 -1.06288 1.92809 0.47288
C2 -0.24646 1.93860 1.59834
C3 -2.50040 1.55050 0.53114
O1 -0.56907 0.08491 -0.74360
H1 -0.23869 0.59562 -1.49554
H2 -0.73919 2.46804 -0.40792
H3 0.35975 0.70928 1.54219
H4 0.60261 2.61504 1.59544
H5 -3.07942 2.43887 0.81115
H6 -0.73996 1.81706 2.56018
H7 -2.66981 0.78459 1.28796
H8 -2.86347 1.18430 -0.42627
C4 1.38173 -1.63612 -2.04726
C5 1.31048 -1.67204 -0.55140
C6 1.58442 -2.73909 0.19943
N1 1.05453 -0.39244 0.03831
O2 0.79296 -0.44677 1.30201
H9 1.93862 -0.75930 -2.38401
H10 1.87594 -2.52809 -2.43010
H11 0.37772 -1.58217 -2.47130
H12 1.52443 -2.69469 1.27650
H13 1.90615 -3.66417 -0.25811

Gap between HOMO and LUMO (alpha / beta) ... 8.5 / 8.5 eV
ΔE to the lowest compared entry with this formula, charge and spin ... 686.19 kJ/mol

=====

This record from the OMol25 dataset describes C16H32AgF4Li2O12P2S4 as an isolated structure. The level of theory is the ωB97M-V functional and the def2-TZVPD basis.

Positions of all 73 atoms, in Å:
Li1 2.14631 -1.81560 1.35016
Li2 2.25503 0.61422 -3.21949
Ag1 1.86560 3.90724 0.05787
O1 2.92735 -1.13564 -2.67044
P1 2.82073 -2.49964 -1.96087
O2 2.45969 -2.57828 -0.42399
F1 4.08128 -3.40244 -2.25603
F2 1.72358 -3.39747 -2.69808
O3 0.75905 0.48040 -1.84000
P2 0.49539 0.65602 -0.34052
O4 1.13895 -0.21345 0.73471
F3 -1.07452 0.60606 -0.13849
F4 0.64277 2.25110 0.03845
C1 6.07003 2.08640 2.61758
C2 4.86679 2.68489 3.38254
C3 3.81207 1.57631 3.68458
S1 3.82424 0.62738 2.08754
O5 3.16615 1.43824 1.08034
O6 3.41416 -0.74469 2.22598
C4 5.70692 0.78305 1.94598
H1 6.96104 1.95613 3.23176
H2 6.38075 2.85245 1.90714
H3 4.37638 3.48720 2.83127
H4 5.35003 2.98801 4.31136
H5 2.84504 2.00388 3.94941
H6 4.08733 0.93399 4.52110
H7 5.78863 0.74416 0.85975
H8 6.11544 -0.07375 2.48181
C5 -2.84264 -1.55941 2.81685
C6 -2.75819 -3.08368 3.04417
C7 -1.46371 -3.34247 3.83143
S2 -0.35472 -1.85463 3.59096
O7 0.83497 -2.21790 2.75755
O8 -0.06469 -1.12515 4.87840
C8 -1.46045 -0.96994 2.54121
H9 -3.30779 -1.12969 3.70402
H10 -3.47517 -1.42294 1.93971
H11 -2.70622 -3.73273 2.17002
H12 -3.63011 -3.44699 3.58810
H13 -0.92322 -4.15271 3.34208
H14 -1.68203 -3.49671 4.88815
H15 -1.15677 -1.33706 1.56085
H16 -1.18805 0.07866 2.66091
C9 -2.82279 -2.00489 -3.61788
C10 -3.98616 -2.00467 -2.63003
C11 -3.47659 -2.04720 -1.18482
S3 -1.98829 -3.16309 -1.20414
O9 -2.40085 -4.55161 -1.04215
O10 -0.95245 -2.47857 -0.41459
C12 -1.64681 -2.87992 -2.98032
H17 -2.44359 -1.00527 -3.83021
H18 -3.15758 -2.36776 -4.58965
H19 -4.63150 -2.84657 -2.88071
H20 -4.54174 -1.07684 -2.76626
H21 -4.07360 -2.32104 -0.31494
H22 -2.97563 -1.10842 -0.94853
H23 -1.23858 -3.76858 -3.46171
H24 -0.81680 -2.17560 -2.92457
C13 -1.94891 3.07075 -3.91785
C14 -2.26556 2.27037 -2.68711
C15 -2.40251 3.13030 -1.42432
S4 -1.47797 4.73590 -1.82454
O11 -0.34875 4.87588 -0.92158
O12 -2.47716 5.73076 -1.87376
C16 -0.93806 4.15060 -3.53251
H25 -2.79891 3.59509 -4.35450
H26 -1.73403 2.28671 -4.64395
H27 -1.57180 1.42972 -2.69700
H28 -3.26800 1.92671 -2.94228
H29 -2.13074 2.66622 -0.47624
H30 -3.47116 3.32449 -1.33277
H31 0.00207 3.61497 -3.40076
H32 -0.84307 4.96888 -4.24630

Gap between HOMO and LUMO (alpha / beta) ... 8.3 / 3.3 eV
Net charge ... +2
2S+1 ... 2
Expectation value of S² ... 0.76

=====

This record from the OMol25 dataset describes C27H18BrClN4O6Pt as an isolated structure. The level of theory is the ωB97M-V functional and the def2-TZVPD basis.

Positions of all 58 atoms, in Å:
Pt1 -2.14663 0.34424 -0.59454
N1 -3.59826 1.10180 1.10846
C1 -3.32531 0.32214 2.26998
C2 -3.91280 0.57594 3.48744
C3 -3.53484 -0.13699 4.63036
C4 -2.59742 -1.12911 4.55520
C5 -2.05332 -1.49597 3.31026
C6 -1.20046 -2.60558 3.14607
C7 -0.81393 -2.97193 1.88290
C8 -1.24753 -2.21438 0.79226
N2 -1.98492 -1.12678 0.91467
C9 -2.41653 -0.75874 2.15108
H1 -4.57624 1.37183 1.03665
H2 -3.02647 1.95404 1.10381
H3 -4.65516 1.35514 3.57351
H4 -3.98732 0.11039 5.57652
H5 -2.28412 -1.66167 5.43794
H6 -0.89091 -3.17101 4.01172
H7 -0.19659 -3.83989 1.71349
H8 -0.99535 -2.52014 -0.21392
O1 -0.09186 3.13906 -5.41235
C10 0.64931 2.07278 -5.25558
O2 1.57915 1.81113 -5.97831
C11 0.33643 1.17279 -4.09396
C12 1.16166 0.12317 -3.69983
Cl1 2.61941 -0.39812 -4.37286
N3 0.63077 -0.44324 -2.58910
N4 -0.49727 0.19602 -2.24896
C13 -0.70562 1.16036 -3.13743
C14 -1.93934 2.03465 -3.00168
O3 -2.04679 3.00293 -3.75410
O4 -2.78484 1.69302 -2.13438
C15 1.20467 -1.44898 -1.77611
C16 1.37805 -1.17813 -0.42519
C17 1.96456 -2.12028 0.39901
C18 2.36880 -3.33639 -0.12661
C19 2.16884 -3.61555 -1.46957
C20 1.58816 -2.67499 -2.30434
H9 -0.88978 3.18568 -4.78609
H10 1.05414 -0.22648 -0.04138
H11 2.10049 -1.90430 1.44756
H12 2.82895 -4.07074 0.51679
H13 2.46708 -4.57230 -1.87035
H14 1.43687 -2.89004 -3.34935
Br1 2.25729 0.55051 3.41416
C21 2.48710 1.40737 1.74047
C22 3.78099 1.50354 1.24776
C23 4.00656 2.02562 -0.01230
C24 2.94032 2.47841 -0.77460
C25 1.65915 2.41092 -0.26508
C26 1.40822 1.85499 0.98902
C27 -0.03874 1.62256 1.40064
O5 -0.30655 1.18654 2.51311
O6 -0.86694 1.89060 0.47201
H15 4.60232 1.15468 1.85373
H16 5.01280 2.07168 -0.40023
H17 3.10655 2.87366 -1.76555
H18 0.81321 2.75357 -0.84283

Gap between HOMO and LUMO (alpha / beta) ... 7.2 / 7.0 eV

=====

This record from the OMol25 dataset describes C49H49N3O5P3Sr as an isolated structure. The level of theory is the ωB97M-V functional and the def2-TZVPD basis.

Positions of all 110 atoms, in Å:
Sr1 -0.05031 0.05103 1.17486
O1 -2.18745 0.11519 -0.13174
C1 -3.16549 0.93666 -0.15808
C2 -3.92652 1.10466 -1.36388
C3 -5.00188 1.94817 -1.44527
C4 -5.45500 2.67478 -0.32985
C5 -4.77906 2.51069 0.85441
C6 -3.64007 1.69984 0.96767
C7 -3.01005 1.58725 2.26434
N1 -1.78147 1.30336 2.40424
C8 -1.20786 0.98246 3.69484
C9 -0.90544 -0.53035 3.87051
N2 -1.53309 -1.38316 2.87007
C10 -1.04673 -2.53524 2.63031
C11 0.17086 -3.17197 3.19785
C12 0.03044 -4.32503 3.96184
C13 1.12784 -4.93562 4.54752
C14 2.38818 -4.37487 4.34981
C15 2.55599 -3.25213 3.56303
C16 1.45505 -2.64023 2.91563
O2 1.60515 -1.62921 2.12023
H1 -3.60044 0.54105 -2.22869
H2 -5.52073 2.04528 -2.39357
H3 -6.31634 3.32550 -0.39873
H4 -5.11457 3.03829 1.74386
H5 -3.64119 1.75401 3.15117
H6 -1.82352 1.36402 4.52009
H7 -0.24131 1.49585 3.77307
H8 -1.30991 -0.84533 4.83746
H9 0.17413 -0.69465 3.99033
H10 -1.63533 -3.13189 1.93138
H11 -0.96366 -4.73677 4.11035
H12 1.00833 -5.82505 5.15275
H13 3.25531 -4.82914 4.81676
H14 3.53571 -2.81986 3.40007
C17 1.47235 -2.09879 -1.33804
P1 -0.25933 -2.28721 -2.01153
C18 0.06247 -3.31824 -3.49323
C19 0.93065 -2.79750 -4.45715
C20 1.16617 -3.48181 -5.63859
C21 0.52834 -4.69078 -5.88881
C22 -0.34520 -5.20758 -4.94445
C23 -0.57611 -4.52698 -3.75532
C24 -1.00459 -3.52654 -0.88702
C25 -2.36956 -3.39444 -0.62935
C26 -3.03566 -4.32805 0.15572
C27 -2.33306 -5.38486 0.71756
C28 -0.96556 -5.50593 0.50043
C29 -0.30928 -4.58626 -0.30334
C30 2.00320 -0.72205 -1.59568
C31 2.95271 -0.31766 -2.51838
C32 3.02536 1.09853 -2.41066
C33 2.11304 1.45151 -1.43216
C34 1.70744 2.82102 -0.96393
P2 -0.13090 2.77993 -0.75712
C35 -0.58208 4.54136 -0.53936
C36 0.32369 5.56429 -0.28434
C37 -0.12090 6.86525 -0.06627
C38 -1.47552 7.15274 -0.10383
C39 -2.39059 6.13347 -0.34967
C40 -1.94831 4.83858 -0.55540
C41 -0.59935 2.53012 -2.51219
C42 -0.89600 1.24605 -2.95218
C43 -1.16010 1.00316 -4.29329
C44 -1.14795 2.04761 -5.20622
C45 -0.86167 3.33660 -4.77520
C46 -0.58226 3.57332 -3.43792
N3 1.47857 0.34856 -0.93632
H15 2.12224 -2.85561 -1.78221
H16 1.43883 -2.29547 -0.25884
H17 1.41942 -1.84501 -4.28084
H18 1.84615 -3.06388 -6.37119
H19 0.70983 -5.22296 -6.81443
H20 -0.84950 -6.14869 -5.12878
H21 -1.25640 -4.95018 -3.02571
H22 -2.89838 -2.53640 -1.02912
H23 -4.09537 -4.21400 0.34740
H24 -2.84698 -6.10457 1.34379
H25 -0.40950 -6.31068 0.96474
H26 0.75513 -4.69201 -0.47765
H27 3.52567 -0.95506 -3.17735
H28 3.64805 1.77004 -2.98424
H29 2.02177 3.58073 -1.68430
H30 2.13753 3.07532 0.01337
H31 1.38579 5.35414 -0.25771
H32 0.59748 7.65220 0.12962
H33 -1.82206 8.16563 0.06221
H34 -3.45212 6.34788 -0.37230
H35 -2.67097 4.04511 -0.72711
H36 -0.92190 0.42562 -2.24758
H37 -1.37376 -0.00880 -4.61799
H38 -1.35845 1.85834 -6.25237
H39 -0.84994 4.15685 -5.48318
H40 -0.35324 4.58124 -3.11001
C47 4.55663 3.32972 2.97591
O3 3.26937 2.84107 2.59717
P3 2.95891 1.24036 2.50959
O4 4.30257 0.69626 1.82878
C48 4.27208 -0.26258 0.73755
O5 3.37643 0.76838 4.03384
C49 2.47025 1.10498 5.07698
H41 4.50287 4.41573 2.93296
H42 5.31684 2.96572 2.28535
H43 4.80356 3.00901 3.98953
H44 5.28971 -0.64323 0.66966
H45 3.98991 0.23545 -0.18680
H46 3.58478 -1.06959 0.98235
H47 3.05252 1.42615 5.94141
H48 1.87759 0.22900 5.34951
H49 1.80712 1.92881 4.79668

Gap between HOMO and LUMO ... 6.6 eV
Net charge ... -1
ΔE to the lowest compared entry with this formula, charge and spin ... 10.15 kJ/mol

=====

| no. | largest force on an atom (eV/A) | calculated total energy (eV) |
| --- | --- | --- |
| 1 | 1.28 | -12011.6132 |
| 2 | 4.52 | -118870.2421 |
| 3 | 1.98 | -132348.8439 |
| 4 | 1.74 | -95024.2973 |